Record 1
Formula: C61H83F2O29V
Source: OMol25
Level of theory: ωB97M-V/def2-TZVPD

```
176
Properties=species:S:1:pos:R:3:lowdin_charge:R:1
O 14.97526 15.08080 16.81513 -0.28
V 16.18010 14.32840 16.03958 1.01
O 16.38984 15.10726 14.65264 -0.31
O 18.33494 11.07156 17.26207 0.14
C 17.60556 12.10390 16.86685 -0.80
O 17.69156 12.55006 15.69032 -0.05
O 16.90164 12.74516 17.63442 0.00
H 18.69709 10.83830 16.40414 0.07
F 17.59630 19.89545 12.24205 0.04
C 17.09949 19.35718 11.11805 -0.28
C 17.43604 19.81960 9.85798 0.01
C 16.83538 19.14453 8.74479 -0.07
C 15.99970 18.07458 8.96027 -0.09
C 15.71384 17.61373 10.24834 -0.07
C 16.25271 18.24660 11.33521 -0.02
H 18.07636 20.66746 9.66429 0.11
H 17.17998 19.36363 7.74497 0.10
H 15.66022 17.57894 8.06277 0.10
H 15.00868 16.84020 10.51441 0.09
H 16.00769 17.93972 12.34128 0.11
F 23.11208 15.91738 14.35073 0.07
C 21.89418 16.38566 14.08623 -0.26
C 20.86932 16.21522 15.00448 -0.02
C 19.56884 16.61695 14.69896 -0.08
C 19.34542 17.23804 13.50571 -0.09
C 20.34667 17.41574 12.50575 -0.06
C 21.60272 16.91496 12.77669 -0.01
H 21.05628 15.69572 15.93268 0.11
H 18.76071 16.52980 15.41011 0.07
H 18.38774 17.70166 13.32052 0.07
H 20.09678 17.95858 11.60616 0.10
H 22.43046 16.94648 12.08369 0.11
O 16.79342 18.26818 15.81857 0.07
C 16.12756 19.20836 15.33520 -0.49
O 14.93492 19.02141 14.89026 0.05
C 14.30720 20.18118 14.43192 -0.18
C 15.18218 21.30420 14.86091 -0.13
C 16.55634 20.62948 15.16694 -0.03
H 13.32480 20.33134 14.87961 0.13
H 14.19236 20.18282 13.34798 0.13
H 14.67376 21.79448 15.69111 0.11
H 15.26594 22.05776 14.07782 0.12
H 16.85925 21.05990 16.12145 0.13
H 17.33334 20.64060 14.40257 0.12
O 17.93460 10.92636 9.69493 0.07
C 18.08828 11.58160 10.74088 -0.46
O 17.10964 12.11156 11.48229 0.03
C 17.52020 13.22072 12.27303 -0.13
C 19.04764 13.08344 12.29626 -0.13
C 19.39738 12.07486 11.25575 -0.09
H 17.09344 13.18646 13.27543 0.08
H 17.20878 14.17346 11.84474 0.12
H 19.30060 12.60230 13.24105 0.10
H 19.53631 14.05528 12.22676 0.12
H 20.02456 11.26228 11.62244 0.13
H 19.99196 12.51422 10.45478 0.13
O 15.33292 13.43096 23.23491 0.11
C 15.15132 13.59412 22.05861 -0.47
O 15.05956 12.53516 21.20912 0.04
C 14.46500 12.95942 19.98805 -0.18
C 14.84052 14.33906 19.88776 -0.19
C 15.03050 14.91678 21.31208 -0.02
H 13.38298 12.84068 20.04481 0.10
H 14.72814 12.31224 19.15137 0.12
H 14.17742 14.95748 19.28281 0.09
H 15.79912 14.41926 19.37516 0.08
H 14.16928 15.52744 21.58318 0.10
H 15.98552 15.43470 21.40045 0.11
O 14.15014 17.77070 21.73112 0.10
C 14.09776 18.33485 20.64623 -0.44
O 14.21512 17.64904 19.48918 -0.01
C 14.56792 18.46476 18.36416 -0.12
C 13.86780 19.74782 18.81420 -0.17
C 13.99378 19.84740 20.32513 -0.05
H 14.17746 18.15144 17.39592 0.12
H 15.65448 18.51028 18.29066 0.12
H 12.80522 19.80262 18.57748 0.11
H 14.30836 20.64916 18.38806 0.11
H 13.19288 20.36530 20.85283 0.13
H 14.95450 20.30102 20.56876 0.13
O 19.23776 9.81696 14.67817 0.07
C 18.34440 9.43800 13.89340 -0.35
O 18.65126 8.67463 12.79515 0.04
C 17.54478 8.30202 12.08039 -0.18
C 16.33922 8.40152 13.07949 -0.12
C 16.80698 9.43308 14.10220 -0.05
H 17.58566 7.35258 11.54654 0.13
H 17.33460 8.99654 11.26702 0.10
H 16.03112 7.41396 13.42285 0.12
H 15.49850 8.84854 12.54898 0.09
H 16.58654 9.16686 15.13594 0.13
H 16.51996 10.47406 13.95368 0.11
O 14.76956 12.57136 14.92750 0.09
C 14.03930 11.73684 14.47019 -0.52
O 14.01954 11.46762 13.23497 0.07
C 13.07496 10.45746 12.87691 -0.13
C 12.81808 9.72468 14.18281 -0.13
C 13.02940 10.84232 15.21126 -0.03
H 13.39402 9.81990 12.05240 0.13
H 12.11036 10.87382 12.58657 0.13
H 13.55244 8.92552 14.28367 0.11
H 11.79978 9.33972 14.12828 0.12
H 13.30304 10.58972 16.23566 0.12
H 12.14784 11.45902 15.38628 0.11
O 17.56236 15.55402 17.33724 0.04
C 17.96430 16.30938 18.20870 -0.40
O 17.45792 16.10608 19.41937 0.04
C 17.97492 17.04162 20.28349 -0.18
C 19.16591 17.63165 19.57553 -0.14
C 18.82510 17.54972 18.13447 -0.05
H 18.28676 16.38544 21.09606 0.12
H 17.20784 17.73812 20.62198 0.14
H 20.07468 17.11766 19.88872 0.13
H 19.28778 18.67054 19.88208 0.13
H 19.58666 17.44760 17.36137 0.12
H 18.17190 18.36662 17.82769 0.12
O 9.28922 15.58924 21.27562 0.12
C 9.88590 15.98972 20.30941 -0.51
O 9.33285 16.78554 19.40758 0.05
C 10.19534 17.05072 18.31213 -0.15
C 11.12124 15.88798 18.37384 -0.15
C 11.25178 15.59242 19.86593 -0.05
H 10.80138 17.93395 18.51389 0.12
H 9.61293 17.15296 17.39646 0.14
H 12.08536 16.18644 17.96216 0.11
H 10.70372 14.98366 17.93113 0.11
H 11.96180 16.33958 20.22051 0.12
H 11.56968 14.60002 20.18558 0.13
O 24.32852 13.59250 16.81522 0.08
C 23.20340 13.09276 16.72917 -0.48
O 22.40482 12.90960 17.77260 0.05
C 21.05950 12.66180 17.35787 -0.14
C 21.06846 12.62344 15.81846 -0.14
C 22.55466 12.71926 15.42741 -0.05
H 20.36202 13.39582 17.76143 0.11
H 20.81830 11.67086 17.74255 0.12
H 20.45506 13.42846 15.41372 0.09
H 20.55406 11.77178 15.37330 0.08
H 22.69440 13.56904 14.75924 0.10
H 22.98368 11.85402 14.92201 0.13
O 12.29526 11.25856 18.56439 0.07
C 11.12154 11.56450 18.82701 -0.42
O 10.67604 11.52282 20.10486 0.03
C 9.33338 11.89900 20.23184 -0.16
C 8.88154 12.09066 18.82048 -0.15
C 10.05064 11.91992 17.81366 -0.05
H 9.33676 12.72650 20.94131 0.13
H 8.81183 11.00978 20.58590 0.13
H 8.45754 13.09430 18.78791 0.11
H 8.10950 11.39870 18.48396 0.11
H 10.28333 12.82988 17.26056 0.10
H 9.87536 11.18108 17.03167 0.12
O 21.51114 13.13938 22.53700 0.08
C 20.42758 12.98214 21.97208 -0.45
O 19.56626 12.04248 22.39934 0.03
C 18.40411 11.88062 21.52236 -0.10
C 18.79788 12.56170 20.24040 -0.14
C 19.85252 13.59464 20.69933 -0.05
H 17.55168 12.40996 21.94814 0.11
H 18.22424 10.81306 21.39559 0.14
H 17.94310 13.14984 19.90643 0.10
H 19.22336 11.91146 19.47602 0.10
H 19.34330 14.49328 21.04751 0.10
H 20.51522 13.81400 19.86219 0.10
O 11.01024 13.63912 14.51968 0.08
C 11.88634 14.38030 14.09257 -0.50
O 12.46462 15.21566 14.91494 0.04
C 13.18836 16.21370 14.23398 -0.17
C 13.47824 15.65306 12.86412 -0.12
C 12.42432 14.51766 12.69997 -0.03
H 14.11680 16.34123 14.79062 0.09
H 12.64888 17.15770 14.31122 0.13
H 14.47432 15.21124 12.83771 0.10
H 13.45192 16.40880 12.07910 0.10
H 12.90692 13.62156 12.30984 0.12
H 11.68028 14.89498 11.99846 0.13
```

2S+1 = 1


Record 2
Formula: C61H84Br2KN5O3
Source: OMol25
Level of theory: ωB97M-V/def2-TZVPD

```
156
Properties=species:S:1:pos:R:3:lowdin_charge:R:1
K 0.73768 -0.43297 0.15629 0.86
C 0.70308 7.24004 -1.58427 -0.06
C 2.07273 6.87804 -0.98581 -0.57
C 2.18717 7.49138 0.41891 -0.06
C 3.15009 7.51347 -1.86732 -0.08
C 2.21290 5.35859 -0.90104 -0.20
C 1.28761 4.60960 -0.17995 -0.01
C 1.35795 3.23275 -0.08522 -0.11
C 0.24904 2.45719 0.58280 -0.13
N 0.29017 2.30909 2.05567 -0.11
C -0.65673 3.19420 2.69743 -0.15
C -2.12924 2.66473 2.52698 -0.16
N -2.25661 1.51934 1.63641 -0.17
C -2.38378 0.23229 2.29218 -0.14
C -1.28051 0.02531 3.32985 -0.17
N -0.08106 -0.62204 2.81276 -0.13
C 1.16855 -0.34518 3.50936 -0.10
C 1.57389 2.11338 2.60961 -0.06
C -0.22950 -2.09758 2.82993 -0.12
C -0.27196 -2.88823 1.54485 -0.14
C -1.34903 -3.73351 1.34386 0.00
C -1.36458 -4.69248 0.33695 -0.20
C -0.20480 -4.80570 -0.42796 0.00
C 0.91790 -4.01026 -0.24961 -0.09
C 0.91372 -2.98784 0.75796 -0.41
O 1.90048 -2.20268 0.99754 -0.24
C 2.20762 -4.29146 -1.02464 -0.52
C 3.31444 -4.66132 -0.01703 -0.04
C 2.06975 -5.45476 -2.01046 -0.08
C 2.64298 -3.05825 -1.82925 -0.03
C -2.53070 -5.67252 0.22314 -0.56
C -2.46089 -6.51123 -1.05576 -0.07
C -3.87882 -4.93761 0.22997 -0.05
C -2.47321 -6.63325 1.42709 -0.06
C -3.26928 1.75245 0.61812 -0.15
C -3.59826 0.65712 -0.37889 -0.12
C -4.93523 0.55928 -0.71643 -0.03
C -5.40611 -0.27287 -1.72783 -0.20
C -4.43523 -0.98965 -2.41468 -0.02
C -3.07377 -0.93172 -2.14283 -0.08
C -2.58559 -0.11760 -1.05685 -0.31
O -1.36202 -0.07533 -0.68660 -0.23
C -2.17548 -1.76728 -3.07565 -0.52
C -2.52264 -3.25790 -2.91864 -0.05
C -2.41451 -1.34395 -4.53746 -0.06
C -0.67594 -1.63435 -2.81384 -0.06
C -6.89339 -0.31857 -2.06537 -0.57
C -7.70139 -0.76816 -0.83838 -0.06
C -7.36742 1.07969 -2.49644 -0.06
C -7.20097 -1.28879 -3.20855 -0.08
C 2.38285 2.48001 -0.75056 -0.33
O 2.40548 1.20157 -0.64383 -0.20
C 3.32523 3.25695 -1.51983 -0.09
C 3.21297 4.63978 -1.55291 -0.01
C 4.48392 2.57570 -2.25636 -0.54
C 5.29710 3.55222 -3.11292 -0.09
C 5.42741 1.97644 -1.20233 -0.04
C 3.98058 1.47021 -3.20016 -0.05
H 0.60015 8.32467 -1.70124 0.07
H -0.10907 6.88568 -0.94909 0.07
H 0.58830 6.76907 -2.56236 0.09
H 2.07797 8.58128 0.38229 0.07
H 3.16086 7.25328 0.85189 0.09
H 1.41928 7.09028 1.08151 0.07
H 3.01311 8.59809 -1.89396 0.07
H 3.08995 7.13430 -2.88957 0.08
H 4.14873 7.30661 -1.47699 0.08
H 0.46643 5.11401 0.32515 0.10
H 0.20432 1.47835 0.12915 0.02
H -0.69876 2.93456 0.35137 0.12
H -0.59191 4.20583 2.26929 0.11
H -0.41641 3.29901 3.75519 0.10
H -2.73248 3.48298 2.12818 0.11
H -2.55666 2.43599 3.51578 0.11
H -2.32173 -0.53413 1.51749 0.12
H -3.36973 0.13127 2.79169 0.12
H -1.69102 -0.52608 4.19199 0.12
H -1.01233 1.01064 3.66925 0.05
H 1.91252 -0.85174 2.90532 0.10
H 1.17229 -0.78790 4.51710 0.14
H 2.22920 1.72454 1.83459 0.11
H 2.01659 3.00635 3.07052 0.15
H -1.14598 -2.33219 3.38068 0.11
H 0.59827 -2.52504 3.41132 0.13
H -2.19452 -3.63648 2.01943 0.11
H -0.18605 -5.55822 -1.20649 0.08
H 3.00302 -5.51709 0.58879 0.08
H 3.49031 -3.81603 0.64579 0.07
H 4.24340 -4.91954 -0.53681 0.08
H 1.85652 -6.39425 -1.49409 0.08
H 3.01228 -5.56932 -2.55223 0.08
H 1.28117 -5.26690 -2.74386 0.08
H 2.62084 -2.17098 -1.20191 0.06
H 1.96613 -2.89540 -2.67099 0.07
H 3.65698 -3.19962 -2.21643 0.08
H -2.39877 -5.87486 -1.94131 0.07
H -3.36133 -7.12626 -1.13500 0.08
H -1.59857 -7.18167 -1.04405 0.08
H -3.94325 -4.24725 -0.61323 0.07
H -4.01527 -4.35940 1.14352 0.07
H -4.70285 -5.65508 0.16197 0.08
H -1.49901 -7.12516 1.46140 0.08
H -3.25283 -7.40098 1.36014 0.07
H -2.60652 -6.08306 2.35983 0.08
H -2.94650 2.63585 0.04838 0.12
H -4.22358 2.03002 1.10833 0.11
H -5.63924 1.17426 -0.15920 0.10
H -4.76200 -1.64539 -3.21314 0.08
H -3.57815 -3.45063 -3.12569 0.07
H -2.30332 -3.57586 -1.89680 0.06
H -1.92344 -3.86683 -3.60517 0.08
H -3.44258 -1.52647 -4.85512 0.06
H -1.75205 -1.90239 -5.20661 0.07
H -2.20762 -0.27811 -4.65542 0.09
H -0.44413 -2.02041 -1.82681 0.06
H -0.35020 -0.59608 -2.86314 0.10
H -0.12943 -2.21753 -3.56367 0.08
H -7.52994 -0.10184 0.00809 0.07
H -7.39704 -1.77376 -0.54100 0.08
H -8.77477 -0.77794 -1.05817 0.07
H -7.21854 1.80609 -1.69669 0.07
H -8.43080 1.07050 -2.76113 0.07
H -6.79333 1.41486 -3.36244 0.09
H -6.89841 -2.30614 -2.95125 0.08
H -6.68394 -0.99502 -4.12440 0.08
H -8.27580 -1.29289 -3.41054 0.07
H 3.94449 5.19342 -2.12780 0.07
H 5.80824 4.30149 -2.50254 0.08
H 4.66140 4.06354 -3.84025 0.08
H 6.05977 2.99168 -3.65997 0.07
H 5.82564 2.76719 -0.56092 0.09
H 6.26693 1.45309 -1.67431 0.08
H 4.87754 1.27675 -0.57897 0.05
H 3.36020 1.90388 -3.98997 0.08
H 3.37975 0.75579 -2.64547 0.07
H 4.82635 0.95289 -3.66654 0.07
Br 3.96340 2.82315 7.69677 0.61
C 3.08288 2.09382 6.17209 -0.74
C 1.68006 2.09191 6.08243 -0.15
C 1.04654 1.59432 5.00389 -0.09
N 1.69758 1.07302 3.77908 -0.06
C 3.17873 0.89287 4.05814 -0.14
C 3.77122 1.43661 5.18059 -0.11
C 3.97857 0.12210 3.11311 -0.23
C 5.10569 -0.61316 3.53597 -0.07
C 5.79059 -1.33411 2.58605 -0.67
Br 7.30531 -2.37629 3.12388 0.67
C 5.39679 -1.36318 1.26320 -0.11
C 4.27104 -0.61343 0.94595 -0.14
N 3.60315 0.10573 1.82913 0.12
H 1.07220 2.46365 6.89676 0.10
H -0.02345 1.53583 5.00875 0.09
H 4.84455 1.33491 5.26452 0.10
H 5.39753 -0.65265 4.57437 0.10
H 5.90983 -1.95410 0.51915 0.10
H 3.89399 -0.57289 -0.06837 0.10
```

Charge = -2
2S+1 = 1


Listing gap between HOMO and LUMO for the structures above in their given order: 8.3, 5.7 eV.